# 1
111
Properties=species:S:1:pos:R:3:forces:R:3:mulliken_charge:R:1 method="wB97M-V/def2-TZVPD" fmax_ev_per_a=3.36 homo_ev=-10.24 charge=+1
C -7.03872 4.79688 10.00623 0.0 0.0 -0.1 -0.24
C 6.95397 -7.99795 2.08968 0.1 0.3 0.0 -0.22
C -6.29253 4.81473 7.72092 -0.1 0.0 0.2 -0.10
C 3.36946 -5.38953 -1.05041 -0.1 -0.1 -0.2 -0.49
C -0.90934 1.88531 -5.40338 -0.1 0.1 0.0 -0.28
C 5.31564 -9.56374 2.91273 -0.2 0.0 0.1 -0.50
H -8.28526 3.12574 10.56604 0.0 0.0 0.0 0.41
P -0.79685 0.64145 1.38115 0.3 -0.1 2.0 0.43
C -2.17760 3.02764 -7.09461 0.1 0.0 0.1 -0.36
H -1.36714 5.58858 1.06599 0.0 0.0 0.0 0.35
H 5.12424 1.33553 -0.96384 0.7 0.3 -0.2 0.58
C 1.33369 -1.13621 -7.03894 -0.1 0.3 -0.2 -0.43
C 3.42885 -4.02539 -1.23395 0.1 0.1 0.1 0.18
H 3.93333 -2.10789 -0.45734 -0.1 0.0 -0.1 0.32
F 5.42859 -7.37378 3.77067 0.0 0.0 0.0 -0.35
H 7.38619 -7.00646 2.12111 0.0 0.0 0.0 0.43
H 2.88904 -1.59916 -4.07043 0.0 0.0 0.0 0.33
H 1.12869 -0.33854 -7.74073 0.0 0.0 0.0 0.46
C -2.06876 5.53510 1.89028 0.0 -0.1 0.0 -0.54
C 3.90663 -3.17128 -0.26373 0.1 0.2 0.1 0.07
F -4.72233 5.35248 4.99729 0.0 0.0 -0.1 -0.20
C -6.25111 0.70016 -1.33448 0.0 0.1 -0.1 -0.40
H -7.06458 5.25032 10.98738 0.0 0.0 0.0 0.37
H 5.22048 0.17324 1.46141 0.4 -0.5 0.5 0.54
C -6.49873 1.70291 -2.26017 0.0 0.0 0.0 -0.60
N 1.38450 3.07780 -0.87579 0.1 1.6 -0.5 0.24
N -0.42571 1.08078 2.83256 -0.1 0.2 -0.3 -0.70
C 2.04415 -0.87048 -5.88840 -0.1 -0.1 0.0 0.61
C -2.80976 0.84189 -6.38930 0.0 0.1 0.0 0.40
C 1.41822 0.56554 -0.20677 -0.3 -1.9 0.9 0.50
F 2.48288 0.39463 -5.65645 0.0 0.0 0.0 -0.37
H 5.36104 -0.39637 -0.63431 0.3 -0.4 -0.5 0.58
C -1.76541 0.79782 -5.49046 0.1 -0.2 0.2 -0.42
H -0.68251 -0.74854 1.22808 -0.2 0.0 -0.8 0.15
H 1.36103 4.04930 -1.15441 0.0 0.1 0.0 0.32
H -6.94458 3.14539 6.51898 0.0 0.0 0.0 0.42
H -7.07350 0.17302 -0.87236 0.0 0.0 0.0 0.38
H 4.49435 -9.77760 3.58356 0.0 0.0 0.0 0.42
F -3.63469 -0.21377 -6.48061 0.0 0.0 0.0 -0.34
C -4.94743 0.36860 -0.99824 0.1 -0.2 0.2 -0.46
C 6.86200 -10.22714 1.19264 0.0 0.0 0.0 -0.49
H 5.57872 2.35952 1.59511 0.5 0.3 0.1 0.44
C -2.85700 4.45840 3.89161 0.0 -0.2 0.1 -0.60
H -4.77050 7.15363 3.15022 0.0 0.0 0.0 0.44
C 5.90122 -8.31473 2.92358 0.1 -0.2 -0.2 0.31
C -7.71926 3.60952 9.78163 -0.1 -0.1 0.1 -0.52
H 0.80733 -4.43877 -6.52012 0.0 0.0 0.0 0.41
H -3.86106 1.93665 -7.89076 0.0 0.0 0.0 0.46
H -7.51638 1.95548 -2.52240 0.0 0.0 0.0 0.40
C 4.69788 0.44058 -0.54651 -1.1 0.1 0.1 -1.07
C 0.42858 2.62363 -0.09903 -1.2 2.3 0.1 -0.88
H -5.74408 5.28342 6.91943 0.0 0.0 0.0 0.48
H 3.68746 0.28412 -2.30514 -0.1 -0.1 -0.2 0.26
H -5.80105 6.32838 9.15745 0.0 0.0 0.0 0.39
H -3.29789 2.58281 -2.95735 0.1 0.0 -0.1 0.42
C -6.96335 3.62328 7.48943 0.0 -0.1 -0.2 -0.58
C -1.11372 3.00177 -6.20202 0.0 0.1 0.0 -0.75
C 0.88829 -2.42941 -7.26497 0.1 -0.1 0.1 -0.38
F -2.63010 0.73044 -1.25531 -0.1 0.1 -0.2 -0.22
H 0.33025 -2.65389 -8.16297 0.0 0.0 0.0 0.40
C 2.32246 -1.84665 -4.95876 0.1 0.1 0.2 -0.46
F 3.02048 -3.48307 -2.40620 0.0 -0.1 0.1 -0.08
H -2.06701 1.02498 0.94793 0.1 0.1 -0.4 0.08
H -2.34126 3.89643 -7.71680 0.0 0.0 0.0 0.40
C -1.96364 4.52178 2.83476 0.1 0.1 -0.2 -0.18
H -3.15365 7.27929 1.26718 0.0 0.0 0.0 0.38
H 2.07974 -3.91069 -4.46495 0.0 0.0 0.0 0.45
H -4.73223 -0.41591 -0.28440 0.0 0.0 0.0 0.41
N 3.44404 0.15233 -1.33188 0.8 0.2 0.2 -0.03
H -1.62532 -0.07895 -4.87152 0.0 0.0 0.0 0.50
C -4.13388 2.06270 -2.51355 0.2 0.1 -0.1 -0.48
H 3.94766 2.38713 2.18557 -0.3 0.2 0.4 0.34
C 4.30340 -5.07421 1.14838 0.0 -0.1 0.1 -0.52
C 1.15664 -3.43157 -6.34103 0.0 0.0 0.0 -0.72
C -3.07281 6.48757 1.99885 0.1 -0.1 0.0 -0.47
C 3.81663 -5.91305 0.15477 0.0 0.1 0.0 -0.56
H -2.78825 3.68230 4.64180 0.0 0.0 0.0 0.47
C -5.44142 2.38139 -2.84872 -0.1 -0.1 0.1 -0.44
H -5.63217 3.16033 -3.57313 0.0 0.0 0.0 0.40
C 5.80053 -10.52266 2.03580 0.1 0.1 0.0 -0.35
C -3.84890 5.41304 3.97552 0.1 0.0 -0.1 0.38
C 0.43300 1.35386 0.24864 -2.3 -2.2 1.1 0.41
C -3.03225 1.94003 -7.19594 -0.1 0.0 -0.1 -0.53
H -0.07840 1.85743 -4.70984 0.0 0.0 0.0 0.48
H 4.72179 -3.04809 1.71572 0.0 0.0 0.0 0.40
H -0.22927 0.29216 3.42761 0.1 0.0 0.4 0.24
H 5.34788 -11.50404 2.01320 0.0 0.0 0.0 0.38
H 3.12481 2.76004 -1.90793 0.5 0.5 -0.5 0.70
C -3.97601 6.42727 3.04751 -0.1 0.1 0.0 -0.55
C 2.40964 1.04351 -0.96439 2.1 -2.4 -0.8 -1.26
H 4.31111 2.81559 0.51748 -0.2 0.4 -0.3 0.30
C 4.55850 2.15720 1.33362 0.0 -0.3 -0.1 -1.41
C -3.91681 1.05901 -1.59672 -0.1 0.0 0.0 0.60
H 2.98555 -6.02634 -1.83606 0.0 0.0 0.0 0.45
C 2.37517 2.31786 -1.30261 0.5 2.1 -1.1 -0.92
H 3.51992 0.27649 1.28242 -0.4 -0.3 0.0 0.33
F -8.32194 1.88626 8.30091 0.0 0.0 0.0 -0.31
C -7.66625 3.04325 8.52499 0.1 0.1 0.0 0.42
C 4.45024 0.69413 0.93194 0.1 0.2 0.0 -0.29
C 7.43826 -8.96559 1.22262 -0.1 -0.1 0.0 -0.38
C 1.86976 -3.13842 -5.18708 -0.1 0.0 -0.2 -0.29
H 4.64816 -5.49121 2.08507 0.0 0.0 0.0 0.45
C 4.34700 -3.70306 0.94043 -0.1 -0.1 -0.1 -0.68
H -1.18249 3.77453 2.75336 0.0 0.0 0.1 0.46
H -0.32993 3.29827 0.23559 -0.3 0.6 0.0 0.55
H -0.44609 3.85017 -6.13271 0.0 0.0 0.0 0.42
H 8.26797 -8.73236 0.57005 0.0 0.0 0.0 0.37
H 1.46437 -0.46619 0.04272 -0.1 -0.8 0.2 0.61
H 7.23936 -10.97946 0.51412 0.0 0.0 0.0 0.39
C -6.32764 5.40090 8.97877 0.0 0.0 0.0 -0.70
H 3.78773 -6.98157 0.31744 0.0 0.0 0.0 0.44



# 2
110
Properties=species:S:1:pos:R:3:forces:R:3:mulliken_charge:R:1 method="wB97M-V/def2-TZVPD" fmax_ev_per_a=2.15 smiles=c1ccncc1.c1ccncc1.c1ccncc1.c1ccncc1.c1ccncc1.c1ccncc1.c1ccncc1.c1ccncc1.c1ccncc1.c1ccncc1 homo_ev=-9.21
C 3.52267 -1.98986 -6.05909 1.1 -0.2 0.3 -0.47
H -7.35853 -3.56659 3.34060 -0.1 0.0 -0.2 0.38
N -0.63498 1.66508 6.07804 -0.6 0.7 -0.4 -0.62
N -4.71001 -2.22931 1.68583 -0.1 -0.9 1.1 -0.11
C 0.21031 0.60996 4.11911 -0.3 -0.1 -0.1 0.03
C -3.37712 -2.86923 -3.24339 -0.4 -0.2 0.2 0.00
H 1.83099 0.55483 -3.50835 -0.2 0.0 0.0 0.19
C 0.19423 0.54722 0.53508 1.1 -1.6 -0.9 -0.46
C 7.01158 3.34295 0.34437 -0.1 0.0 -0.1 -0.35
H 4.08470 -2.13406 -3.90971 0.5 0.1 -0.5 0.42
C -4.84555 -1.79247 -1.86824 -0.8 0.4 0.3 0.03
H 2.69641 1.73291 6.11266 0.1 -0.1 -0.3 0.40
C -3.79218 -3.14663 2.04432 -0.6 0.8 -0.2 -0.22
C 1.05482 -2.34444 -4.96794 0.3 -0.5 -0.4 0.06
C -5.71583 -1.45413 -2.90660 0.9 -0.8 -0.6 -0.86
H 0.62560 -8.12564 2.63416 0.4 0.0 0.1 0.38
C 1.49766 3.86080 -4.04129 -0.6 0.7 -0.5 -0.57
H 2.50338 -2.03957 -7.98435 0.4 0.3 0.0 0.41
H -4.97233 4.27929 2.95419 0.0 0.0 0.0 0.39
H 1.78946 0.60524 -5.95641 0.0 0.1 -0.3 0.26
H 7.76157 1.76319 1.46549 -0.3 -0.7 0.1 0.37
C 1.18315 -2.26294 -6.33381 0.6 0.9 -1.0 -0.48
H 2.20561 3.07140 1.18008 0.8 -0.2 0.2 0.42
H -0.01330 -3.50169 1.18068 -0.3 0.0 0.1 0.38
H -0.03136 0.14083 3.17564 0.1 -0.1 0.0 0.46
H 0.06770 -2.57166 -4.58019 0.1 0.2 0.5 0.19
C 1.52641 0.74623 4.55470 -0.5 0.7 -0.4 -0.62
C 0.89639 4.07282 2.43635 0.1 -0.7 0.9 0.09
C 1.84994 5.42042 4.16753 1.2 -1.0 0.2 -0.48
H -1.89234 4.76219 -0.08323 -0.4 0.8 0.2 0.44
H 1.80050 6.00916 5.07450 -0.2 0.2 -0.1 0.39
C 0.95787 -6.71082 1.02225 0.8 -0.4 -0.3 -0.33
H -5.57889 -5.19804 4.04709 -0.1 -0.1 -0.1 0.38
H 2.35122 0.45613 3.91757 0.0 -0.3 0.1 0.46
H -1.61404 -0.21083 1.28674 -0.2 -0.3 -0.2 0.48
H -3.32925 -4.91662 3.21430 0.2 0.2 -0.3 0.36
C 3.24353 4.26234 2.77466 -0.1 -0.8 -0.6 -0.29
H -1.61167 2.45773 -0.00225 0.3 0.1 0.3 0.71
H -6.61049 -0.86223 -2.80000 0.0 0.0 0.3 0.40
H 6.12951 4.72053 -1.12680 0.6 0.2 0.4 0.40
H -3.54134 5.87850 1.57279 -0.5 0.0 0.2 0.39
C -4.23879 3.91384 2.24648 -0.9 -0.3 -0.1 -0.56
H 1.48040 4.70512 -6.04926 0.1 0.2 0.2 0.37
C 3.32189 -2.11842 -4.67868 -0.8 -0.1 -0.1 -0.24
C -0.92988 -1.33298 -0.45141 0.9 -0.6 -0.5 -0.84
H -2.81451 -2.95394 1.62238 0.2 -0.4 0.2 0.34
C -5.36199 -4.38841 3.36208 -0.5 0.2 0.0 -0.25
C 7.00497 2.00382 0.72984 0.0 1.2 -0.2 -0.34
C -5.36231 -1.95068 -4.15322 -0.3 -0.1 -0.7 -0.08
N -0.45172 -4.92888 2.61657 1.1 -0.1 0.6 -0.37
H 0.32870 1.31421 1.28289 -0.3 0.2 0.0 0.41
H 5.99464 0.16061 0.55511 -0.4 -0.1 -0.3 0.39
C 2.44827 -2.01353 -6.90539 -1.4 -1.1 0.5 -0.37
C 0.78142 -5.40751 0.60929 -0.4 0.3 0.7 -0.50
C -4.08595 -4.21657 2.88338 0.6 -0.2 0.2 -0.40
H -3.82617 -2.90401 -5.34535 -0.2 -0.3 0.0 0.36
H -0.43602 -6.41262 4.04517 -0.2 0.0 -0.1 0.36
H 4.26150 4.03675 2.47290 0.0 -0.1 0.1 0.50
H -2.43063 -3.39589 -3.29589 0.0 0.0 -0.2 0.46
H 7.64871 4.08002 0.81322 0.1 -0.1 0.0 0.42
C 0.56099 -7.10348 2.29238 -0.5 0.5 -0.4 -0.44
C -0.11154 -6.15687 3.04082 -0.7 -0.1 0.3 -0.18
C -6.34771 -3.49070 2.96527 0.5 0.1 0.8 -0.53
H 0.04739 3.57462 1.98446 -0.1 0.3 -0.1 0.39
H -0.23690 5.13125 3.94849 0.0 0.1 -0.2 0.42
H -1.68476 -2.10188 -0.55476 -0.6 0.5 0.3 0.90
C 1.27200 -0.65455 -1.13250 -1.2 -0.2 0.0 -0.90
C 2.16913 3.67897 2.07717 -0.4 1.1 -0.4 -0.38
C 6.04945 1.16718 0.16466 0.7 0.1 0.9 -0.46
H -1.86796 0.91310 4.58984 -0.1 0.1 0.0 0.49
H 1.11025 -5.06059 -0.35958 0.1 0.0 0.0 0.47
H 0.71570 2.60485 7.26869 0.2 -0.3 0.2 0.38
H 0.34493 -2.30850 -7.01798 -0.2 -0.1 0.3 0.36
C -4.18634 -2.66572 -4.35508 0.5 0.7 0.7 -0.77
N -3.72969 -2.49653 -2.01151 0.1 0.2 -0.1 -0.21
N 2.11670 -2.29066 -4.15273 -0.7 0.1 0.3 -0.26
C 0.74223 4.90692 3.54024 -0.7 0.3 0.0 -0.39
C 1.72575 1.47432 5.70918 -0.1 0.4 0.8 -0.30
H 1.80887 2.65303 -2.26465 -0.7 0.2 0.1 0.56
C -3.51169 4.80058 1.48007 1.0 0.1 -0.6 -0.39
C 1.56181 3.82296 -5.42838 -0.1 -1.0 0.1 -0.32
H 1.50550 -7.39397 0.38074 -0.2 -0.1 0.0 0.35
N 3.10585 5.05475 3.82050 -0.5 0.7 -0.1 -0.59
H 4.52820 -1.98409 -6.46390 0.0 0.3 0.1 0.39
C -4.09894 2.53079 2.05041 1.3 0.6 0.7 -0.39
H 2.20635 -0.84539 -1.64587 -0.1 0.1 -0.3 0.58
C 6.19906 3.72669 -0.69852 -0.9 -0.1 -1.6 -0.25
C 1.71104 1.54104 -5.41492 0.1 0.0 0.4 -0.17
C -0.84439 -0.36564 0.53782 -1.0 0.8 0.6 -0.03
N 1.25562 0.33964 -0.26862 0.6 1.0 0.7 -0.18
H -6.00073 -1.81347 -5.01991 -0.1 0.3 0.1 0.35
C 0.13000 -1.44847 -1.34036 0.9 0.2 0.1 -0.45
C 5.24050 1.68123 -0.83282 0.1 0.0 -1.4 -0.20
H 4.49300 1.08093 -1.33961 0.0 -0.3 0.2 0.50
C 1.68435 1.49242 -4.02651 0.2 0.1 -0.1 0.18
H -5.10369 -1.47633 -0.86290 0.3 -0.1 0.1 0.34
H -4.65388 1.80012 2.62512 -0.3 0.1 -0.1 0.45
H -6.66246 -1.73729 1.76118 -0.2 0.2 0.6 0.35
C 0.61691 1.93935 6.41759 0.0 -0.2 -0.2 -0.32
H 1.29003 4.83166 -3.60620 0.4 -0.1 0.4 0.39
H 0.14853 -2.16577 -2.15024 -0.1 -0.2 0.1 0.45
C 0.10174 -4.54025 1.47877 -0.1 -0.2 -1.0 -0.12
C -2.32719 2.90830 0.67845 -1.0 -0.6 -1.1 -0.38
C -5.93943 -2.40962 2.21647 0.0 0.2 -2.0 -0.34
N 5.39291 2.89304 -1.39494 0.0 -0.2 1.9 -0.47
N -3.08628 2.03223 1.34367 -0.2 0.1 0.0 -0.10
C -2.57739 4.26610 0.59201 0.6 -0.7 0.6 -0.58
C 1.58098 2.68007 -3.32469 1.0 -0.2 0.1 -0.32
C -0.84381 1.08305 4.89839 0.9 -0.7 0.3 -0.38
N 1.70045 2.67669 -6.10238 -0.2 0.0 -0.4 -0.56